(1)
Formula: C35H76F6N4O5
Source: OMol25
Level of theory: wB97M-V/def2-TZVPD

strongest force on any atom: 8.9 eV/A
relative energy (zero: lowest compared OMol25 entry of this formula, charge and spin): 18.5037 eV
highest occupied orbital energy: -7.361 eV
electronic energy: -2572.720910 a.u.
HOMO-LUMO gap: 7.83 eV

Last column: Löwdin charge in e.
Positions of all 126 atoms, in Å:
C -3.159 2.400 -2.749  -0.064
C -4.571 2.893 -2.206  -0.182
N -4.566 3.421 -0.822  -0.193
C -5.705 4.255 -0.449  -0.225
C -6.984 3.408 -0.612  -0.079
C -4.195 2.441 0.209  -0.229
C -3.883 3.098 1.570  -0.089
H -3.255 2.023 -3.768  0.100
H -2.764 1.539 -2.210  0.003
H -2.445 3.223 -2.796  0.093
H -5.006 3.606 -2.907  0.111
H -5.268 2.055 -2.223  0.095
H -5.491 4.702 0.522  0.100
H -5.754 5.093 -1.145  0.109
H -6.992 2.908 -1.581  0.057
H -7.044 2.587 0.102  0.065
H -7.874 4.020 -0.463  0.069
H -3.289 1.862 0.030  0.057
H -4.948 1.670 0.374  0.116
H -4.668 3.622 2.115  0.072
H -3.294 4.001 1.405  0.043
H -3.335 2.473 2.276  0.046
C 1.070 0.947 2.971  -0.048
C -0.116 1.922 3.126  -0.177
N -1.029 2.130 1.954  -0.110
C -0.395 3.045 1.014  -0.200
C -1.421 3.941 0.235  -0.054
C -1.631 0.944 1.312  -0.261
C -2.576 0.128 2.194  -0.033
H 1.847 1.393 2.351  0.061
H 0.737 0.086 2.392  0.072
H 1.493 0.522 3.881  0.099
H -0.650 1.682 4.045  0.099
H 0.258 2.902 3.422  0.106
H 0.331 3.709 1.483  0.121
H 0.219 2.532 0.274  0.070
H -0.890 4.584 -0.467  0.041
H -2.196 3.399 -0.307  0.050
H -1.881 4.601 0.970  0.073
H -0.887 0.185 1.072  0.005
H -2.251 1.157 0.442  0.070
H -2.069 -0.279 3.069  0.077
H -3.003 -0.754 1.716  0.080
H -3.291 0.850 2.589  0.059
C 3.498 -2.584 2.800  -0.056
C 2.585 -2.696 1.624  -0.305
N 3.129 -3.488 0.509  -0.103
C 3.253 -4.984 0.722  -0.189
C 1.944 -5.774 0.934  -0.078
C 2.555 -3.073 -0.826  -0.245
C 3.680 -2.390 -1.634  -0.095
H 4.409 -2.100 2.449  0.087
H 3.618 -3.572 3.243  0.071
H 3.020 -1.936 3.535  0.064
H 1.559 -2.931 1.906  0.051
H 2.347 -1.694 1.266  0.077
H 3.614 -5.461 -0.189  0.104
H 4.000 -5.065 1.511  0.098
H 2.102 -6.719 1.452  0.064
H 1.160 -5.402 1.594  0.035
H 1.575 -6.063 -0.050  0.069
H 1.609 -2.546 -0.704  0.080
H 2.357 -3.941 -1.455  0.112
H 4.419 -3.139 -1.919  0.105
H 4.112 -1.514 -1.151  0.081
H 3.337 -2.072 -2.618  0.030
C -1.148 1.091 -1.735  -0.109
C -1.299 -0.415 -2.106  -0.165
N -0.551 -1.369 -1.218  -0.177
C -0.946 -1.416 0.178  -0.231
C -0.103 -2.297 1.076  -0.079
C -0.652 -2.668 -1.804  -0.213
C 0.661 -2.908 -2.629  -0.068
H -1.863 1.629 -2.357  -0.041
H -0.177 1.488 -2.029  0.043
H -1.280 1.295 -0.672  0.055
H -2.363 -0.644 -2.059  0.120
H -1.005 -0.600 -3.139  0.106
H -1.967 -1.797 0.195  0.127
H -0.855 -0.401 0.566  -0.021
H -0.304 -2.200 2.143  -0.015
H 0.964 -2.169 0.894  0.033
H -0.416 -3.327 0.903  0.092
H -0.758 -3.485 -1.091  0.108
H -1.526 -2.765 -2.449  0.111
H 1.568 -2.905 -2.024  -0.020
H 0.514 -3.878 -3.105  0.089
H 0.788 -2.148 -3.400  0.056
C 1.159 0.078 -3.035  -0.069
C 2.596 -0.467 -3.231  -0.214
O 3.455 0.653 -3.447  0.002
C 4.838 0.583 -3.168  -0.237
O 5.348 -0.504 -2.862  0.124
C 5.659 1.911 -3.231  -0.594
F 6.824 1.713 -3.810  0.196
F 4.995 2.856 -3.882  0.176
F 5.808 2.258 -1.967  0.187
H 0.896 0.864 -3.742  0.110
H 1.113 0.539 -2.048  0.035
H 0.432 -0.734 -3.016  0.012
H 2.699 -1.104 -4.109  0.145
H 2.840 -0.990 -2.306  0.029
C 0.415 4.003 -2.152  -0.069
C 1.754 3.708 -1.443  -0.171
O 1.885 2.321 -1.188  -0.043
C 2.283 1.858 0.075  -0.276
O 2.795 2.537 0.936  0.164
C 1.966 0.358 0.353  -0.566
F 2.244 0.026 1.592  0.040
F 0.670 0.180 0.207  0.117
F 2.629 -0.405 -0.438  0.205
H -0.434 3.420 -1.793  0.018
H 0.471 3.757 -3.212  0.091
H -0.058 4.951 -1.896  0.078
H 1.769 4.297 -0.525  0.123
H 2.556 4.029 -2.107  0.127
C 1.035 -3.344 5.342  0.014
C 0.260 -3.413 3.983  -0.323
O 0.407 -2.547 3.137  -0.041
C -0.747 -4.543 3.629  0.019
H 0.740 -2.615 6.096  0.087
H 2.104 -3.277 5.142  0.062
H 0.996 -4.264 5.926  0.070
H -1.450 -4.313 2.828  0.087
H -1.196 -4.935 4.542  0.081
H -0.092 -5.338 3.272  0.071

Force components x, y, z for each atom (eV/Å):
-4.65 1.53 -0.37
0.63 -0.51 0.29
1.82 0.01 -0.31
-0.06 -1.08 -1.12
-0.16 0.43 0.88
-0.61 0.50 1.06
-0.32 1.53 0.22
-0.31 0.12 -0.26
-4.82 1.05 0.21
0.08 -0.06 0.38
0.11 0.44 0.26
0.06 -0.55 -0.34
-0.48 -0.30 0.09
0.05 0.05 -0.16
-0.20 0.46 -0.11
0.13 0.10 0.28
-0.14 -0.08 -0.24
-0.84 0.80 -1.19
-0.50 -0.24 -0.16
-0.99 -0.89 -0.05
0.06 -0.69 -0.06
-0.25 0.41 -0.45
-2.58 1.67 0.50
-0.18 -0.30 0.93
0.62 0.41 0.89
-0.89 0.46 -1.35
1.19 0.24 0.90
-0.03 0.47 2.81
0.30 0.66 1.32
-1.02 1.20 2.05
-1.12 0.40 1.28
-0.09 0.42 0.25
-0.75 -0.48 -0.23
0.10 0.23 -0.46
-0.29 -0.03 0.52
-0.34 -0.23 -0.11
-0.31 -0.11 0.59
0.32 0.21 0.09
0.19 0.00 -0.32
-0.88 6.22 4.23
1.16 -0.02 0.81
0.32 0.06 0.15
-0.27 0.51 -0.30
-0.52 -0.85 0.00
-0.20 0.19 -0.07
0.12 -0.57 -0.73
-0.31 -0.79 -0.61
-0.95 1.69 0.02
0.11 -0.66 0.60
3.05 -1.27 2.41
0.15 -1.56 -0.24
0.36 -0.40 0.39
0.59 0.07 0.14
0.09 0.04 0.13
1.86 -1.51 0.40
1.31 -1.12 -0.02
0.73 0.52 0.01
-0.20 -0.49 0.08
0.68 -0.36 -0.18
-0.01 0.95 -0.49
-0.54 0.29 0.14
0.89 0.17 0.72
0.05 -0.71 1.01
0.38 -0.06 0.80
0.35 -0.80 -0.06
0.88 -1.96 0.80
2.81 -1.61 -0.75
-0.27 0.47 2.04
-0.64 0.25 -0.77
-0.40 -1.69 -1.25
-2.77 1.11 -4.41
1.83 -0.74 -1.26
-1.76 -0.53 -1.27
5.29 -0.93 0.79
-0.49 -0.30 0.43
0.05 -0.02 -1.20
-0.60 -0.29 0.14
-0.69 0.12 0.24
-0.67 0.19 0.34
-1.04 -6.57 -4.63
-1.76 1.41 -3.18
-2.08 0.27 -0.43
0.50 -0.46 -0.14
0.15 0.20 0.30
-0.23 0.01 -0.29
-2.44 0.28 -2.42
0.44 -0.24 -0.30
-0.33 -0.86 -0.22
1.91 0.02 -0.15
-1.89 1.55 0.00
3.43 2.32 0.40
-2.07 -4.51 -0.07
-0.61 3.52 -0.88
-1.73 -1.44 -0.28
0.34 0.07 0.02
0.03 0.43 -0.11
0.52 0.70 0.67
0.02 -0.09 -0.33
0.38 -0.53 -0.74
1.58 1.14 -0.42
-0.02 -0.30 0.05
-0.65 1.97 -1.45
-0.51 -1.02 -0.13
-1.00 1.42 -0.14
0.78 -2.10 2.25
0.59 2.64 -0.42
-0.47 -0.76 -1.51
-0.45 2.28 -0.04
4.52 -2.11 -3.16
1.93 0.99 -0.83
0.78 -0.59 -1.04
0.76 -0.67 0.01
0.07 0.55 -0.12
1.11 0.67 -0.81
0.38 -0.26 0.17
0.21 -0.12 0.26
0.06 -1.44 -0.32
-1.16 0.56 0.53
2.85 -1.69 8.28
1.49 0.09 1.10
-0.25 0.58 -0.73
-0.09 0.58 -0.24
-0.47 -0.44 -0.31
0.13 0.33 0.31
-0.29 0.09 -0.14
-0.04 -0.31 -0.10



(2)
Formula: C35H76N4O3
Source: OMol25
Level of theory: wB97M-V/def2-TZVPD

strongest force on any atom: 3.2 eV/A
highest occupied orbital energy: -7.894 eV
electronic energy: -1823.734073 a.u.
SMILES string: COCCOCCOc1ccccc1.CCN(CC)CC.CCN(CC)CC.CCN(CC)CC.CCN(CC)CC
HOMO-LUMO gap: 8.62 eV

Last column: Löwdin charge in e.
Positions of all 118 atoms, in Å:
C 1.807 -4.454 1.888  -0.120
O 0.881 -4.614 2.962  -0.204
C 0.043 -5.764 2.833  -0.173
C -1.448 -5.369 3.212  -0.167
O -2.336 -5.544 2.080  -0.140
C -3.650 -5.266 2.577  -0.209
C -4.537 -4.406 1.606  -0.147
O -3.879 -3.267 1.021  -0.112
C -3.101 -2.559 1.929  -0.271
C -1.738 -2.203 1.473  0.002
C -0.775 -1.489 2.296  -0.072
C -1.192 -1.107 3.651  -0.084
C -2.546 -1.407 4.138  -0.066
C -3.497 -2.130 3.263  -0.025
H 2.882 -4.390 2.235  0.092
H 1.549 -3.471 1.386  0.073
H 1.780 -5.257 1.108  0.090
H 0.432 -6.550 3.546  0.127
H -0.013 -6.204 1.804  0.124
H -1.488 -4.306 3.597  0.122
H -1.781 -6.009 4.088  0.128
H -4.170 -6.267 2.705  0.138
H -3.645 -4.786 3.595  0.112
H -4.828 -5.074 0.746  0.137
H -5.479 -4.116 2.144  0.129
H -1.431 -2.496 0.434  0.119
H 0.239 -1.290 1.871  0.088
H -0.459 -0.590 4.310  0.092
H -2.854 -1.112 5.174  0.098
H -4.519 -2.365 3.654  0.113
C 4.175 0.239 4.379  -0.087
C 3.459 1.119 3.363  -0.273
N 2.417 1.955 3.942  -0.194
C 1.562 2.581 2.940  -0.247
C 2.200 3.596 1.989  -0.082
C 2.825 2.819 5.042  -0.249
C 3.946 3.827 4.778  -0.086
H 3.468 -0.384 4.931  0.079
H 4.876 -0.423 3.865  0.067
H 4.753 0.828 5.095  0.065
H 2.999 0.449 2.628  0.109
H 4.206 1.713 2.819  0.099
H 0.710 3.053 3.440  0.113
H 1.120 1.781 2.334  0.101
H 2.387 4.551 2.482  0.057
H 1.517 3.796 1.160  0.054
H 3.136 3.235 1.559  0.070
H 3.131 2.184 5.878  0.100
H 1.949 3.356 5.421  0.114
H 4.775 3.395 4.215  0.067
H 4.350 4.183 5.730  0.071
H 3.583 4.704 4.242  0.054
C 1.957 -0.761 -1.184  -0.087
C 3.368 -0.406 -1.635  -0.264
N 4.367 -0.506 -0.580  -0.190
C 5.647 0.090 -0.944  -0.250
C 6.430 -0.548 -2.093  -0.088
C 4.446 -1.788 0.105  -0.251
C 4.732 -3.030 -0.743  -0.077
H 1.650 -0.152 -0.329  0.064
H 1.252 -0.576 -1.998  0.072
H 1.866 -1.815 -0.912  0.060
H 3.339 0.630 -1.988  0.102
H 3.629 -1.026 -2.504  0.103
H 6.289 0.128 -0.057  0.111
H 5.465 1.140 -1.200  0.108
H 6.905 -1.481 -1.790  0.055
H 7.231 0.126 -2.408  0.072
H 5.806 -0.740 -2.967  0.067
H 3.501 -1.949 0.635  0.084
H 5.192 -1.728 0.904  0.114
H 4.155 -3.049 -1.669  0.070
H 4.466 -3.928 -0.177  0.065
H 5.790 -3.115 -0.990  0.056
C -0.884 3.699 -5.899  -0.091
C -0.433 3.170 -4.544  -0.274
N 0.962 3.453 -4.239  -0.193
C 1.457 2.717 -3.081  -0.252
C 0.835 3.024 -1.720  -0.080
C 1.362 4.852 -4.306  -0.247
C 0.622 5.848 -3.409  -0.085
H -0.248 3.322 -6.702  0.079
H -1.907 3.374 -6.100  0.072
H -0.880 4.791 -5.934  0.064
H -0.571 2.084 -4.562  0.118
H -1.109 3.558 -3.769  0.097
H 2.542 2.847 -3.010  0.110
H 1.317 1.648 -3.280  0.099
H 1.192 3.973 -1.318  0.050
H 1.123 2.250 -1.003  0.055
H -0.256 3.046 -1.753  0.072
H 1.258 5.187 -5.342  0.100
H 2.436 4.928 -4.106  0.114
H -0.458 5.690 -3.408  0.067
H 0.800 6.866 -3.768  0.072
H 0.979 5.810 -2.381  0.054
C -6.926 -0.247 -4.504  -0.094
C -6.586 -0.744 -3.106  -0.276
N -5.200 -0.520 -2.725  -0.194
C -4.813 -1.234 -1.512  -0.242
C -5.498 -0.840 -0.203  -0.077
C -4.724 0.854 -2.818  -0.250
C -5.464 1.921 -2.006  -0.086
H -6.263 -0.687 -5.252  0.078
H -7.952 -0.529 -4.756  0.072
H -6.863 0.841 -4.578  0.063
H -6.779 -1.822 -3.093  0.117
H -7.286 -0.293 -2.389  0.098
H -3.729 -1.154 -1.380  0.110
H -4.994 -2.301 -1.681  0.110
H -5.117 0.106 0.184  0.061
H -5.294 -1.596 0.555  0.046
H -6.583 -0.766 -0.304  0.069
H -4.748 1.153 -3.870  0.098
H -3.662 0.885 -2.555  0.112
H -6.549 1.816 -2.066  0.067
H -5.212 2.913 -2.390  0.070
H -5.171 1.905 -0.956  0.054

Force components x, y, z for each atom (eV/Å):
0.57 1.02 -0.64
0.25 -0.85 -1.08
-1.19 -0.18 0.67
1.01 -0.27 0.69
-0.10 0.86 1.58
-1.18 -0.43 0.02
-0.03 -1.24 -0.33
0.36 -0.19 1.54
2.52 1.68 1.10
-0.33 0.40 0.97
-2.80 -0.81 0.77
-1.15 -0.78 -0.88
0.92 -0.75 -2.39
1.43 0.35 -0.26
-1.20 -0.07 -0.03
0.42 -1.01 0.35
-0.26 0.51 0.76
-0.50 0.63 -0.73
0.33 0.54 0.71
0.21 -0.95 -0.65
0.17 0.40 -1.05
0.27 1.07 -0.10
0.28 -0.37 -1.02
0.29 0.93 0.71
0.77 -0.15 -0.37
-0.49 0.17 1.16
-1.03 -0.09 0.66
-0.76 -0.43 -0.54
0.33 -0.33 -1.21
1.06 0.24 -0.44
0.07 0.05 0.07
0.06 -0.05 0.11
-0.33 0.01 -0.02
-0.11 -0.16 -0.10
-0.11 0.21 -0.10
0.17 -0.15 0.21
0.01 0.21 0.11
-0.01 0.08 0.00
-0.05 0.05 0.00
-0.03 -0.04 0.00
-0.12 0.21 -0.05
0.09 -0.05 -0.08
0.13 -0.02 0.13
0.12 -0.07 0.06
0.08 -0.05 -0.02
0.03 -0.03 0.04
-0.01 -0.02 0.03
0.02 -0.08 -0.11
-0.07 -0.08 -0.22
-0.04 -0.03 -0.01
-0.01 -0.03 -0.03
0.09 -0.05 -0.07
0.00 -0.12 0.03
-0.10 -0.05 0.07
0.17 0.25 0.17
-0.04 0.22 0.00
0.25 -0.02 -0.03
-0.28 -0.14 0.08
0.11 -0.20 0.10
0.07 -0.04 0.01
0.05 0.00 0.03
-0.02 0.04 0.02
0.24 -0.03 0.05
-0.07 0.00 -0.11
-0.13 -0.13 0.04
-0.15 -0.07 -0.02
-0.07 -0.01 -0.07
-0.05 -0.01 0.01
-0.02 -0.01 0.03
-0.04 0.07 -0.09
0.05 0.20 -0.14
0.00 0.04 0.02
0.00 0.03 -0.02
-0.06 0.00 -0.11
-0.02 0.11 -0.01
-0.03 0.07 -0.10
0.29 -0.17 0.07
0.00 -0.23 -0.07
0.10 0.01 0.25
-0.10 0.15 -0.26
0.11 0.19 0.09
0.03 0.04 0.07
0.06 0.01 0.05
0.02 -0.04 -0.03
0.17 0.03 0.18
-0.12 -0.01 0.01
-0.05 0.15 -0.11
-0.10 0.06 -0.13
-0.10 0.00 -0.02
-0.01 0.02 -0.04
0.01 0.01 -0.03
-0.09 -0.10 0.01
-0.06 -0.22 0.08
0.02 -0.04 -0.01
-0.01 -0.04 0.00
-0.12 -0.03 0.01
-0.02 0.11 -0.02
0.00 0.09 -0.10
0.29 -0.17 0.07
-0.01 -0.24 -0.01
-0.01 0.11 0.25
-0.09 0.12 -0.27
0.12 0.21 0.09
0.03 0.04 0.07
0.05 0.01 0.04
0.02 -0.05 -0.03
0.16 0.03 0.19
-0.13 0.00 0.00
-0.04 0.13 -0.09
-0.08 0.07 -0.10
-0.10 0.01 -0.03
-0.02 0.05 -0.10
0.01 0.05 -0.08
-0.09 -0.09 0.00
-0.07 -0.22 0.09
0.02 -0.04 -0.01
-0.01 -0.04 0.00
-0.13 -0.03 0.00